# 1
Molecular formula: C29H53Br18O5PS
Method: DFT, ωB97M-V/def2-TZVPD

The calculation puts the orbital gap at 8.79 eV. As for the HOMO energy: -8.66 eV. The lowest unoccupied orbital energy is 0.13 eV. The calculation puts the total energy at -48584.68203 Ha. As for the net charge: 0.

Cartesian coordinates (Å):
Br -14.43 -0.89 0.62
Br 3.43 0.47 0.33
Br 10.23 -2.71 -5.13
Br 3.14 4.11 2.02
Br -1.66 2.88 -6.57
Br 1.60 4.87 10.10
Br -8.65 4.03 1.02
Br 10.30 -1.56 4.00
Br 8.46 -1.94 1.06
Br 3.74 6.12 7.36
Br -2.32 -0.31 -8.26
Br 7.40 0.36 3.75
Br -0.12 1.35 -0.15
Br 12.76 -2.82 1.58
Br 4.10 2.02 4.88
Br -12.62 1.93 2.18
Br -8.70 0.79 -0.73
Br 7.75 -1.48 -2.69
S -4.17 -2.09 0.79
P -5.44 -1.81 -2.38
O -4.44 -3.16 -0.40
O -3.30 -1.03 -0.03
O -3.33 -2.78 1.72
O -5.35 -1.50 1.31
O -5.21 -1.70 -4.03
C -2.19 1.80 -3.02
C -5.46 -0.07 -1.78
C -3.00 1.47 -8.66
C -1.71 -1.16 -2.03
C -3.89 -2.62 -1.66
C 2.03 0.77 1.65
C 5.15 3.31 3.87
C 10.39 -2.45 -3.21
C 6.34 -0.63 2.46
C -1.31 -4.90 -2.84
C -2.22 -0.62 -3.38
C 4.34 4.52 3.49
C -12.20 0.90 0.58
C 11.68 -2.91 4.23
C 1.85 4.18 8.29
C -7.71 1.33 0.85
C 6.89 -2.00 2.21
C -3.54 -3.80 -2.54
C -1.94 2.52 -8.46
C -8.53 2.23 1.74
C 0.71 0.22 1.20
C 3.28 4.30 7.85
C 9.13 -2.83 -2.48
C -1.49 0.71 -3.71
C 12.94 -2.54 3.50
C -2.82 2.62 -2.42
C -2.74 -1.81 -1.12
C -2.32 -4.55 -2.05
C -13.43 0.56 -0.21
H -7.46 0.40 1.37
H -1.50 -5.08 -3.90
H -13.16 0.19 -1.19
H 13.76 -3.17 3.80
H 11.26 -3.85 3.88
H -3.87 1.62 -8.02
H -1.47 0.92 -4.78
H -3.25 3.33 -1.75
H -0.48 0.71 -3.28
H -6.24 0.46 -2.31
H 3.99 3.99 8.61
H 2.37 0.27 2.55
H -4.50 0.44 -1.84
H 1.56 3.14 8.34
H 9.31 -2.90 -1.41
H 0.80 -0.77 0.76
H -3.28 -0.38 -3.38
H -9.54 1.87 1.88
H 11.86 -2.96 5.30
H -1.24 -0.34 -1.49
H 3.73 4.90 4.31
H 5.34 -0.69 2.90
H 8.70 -3.76 -2.83
H -0.95 -1.90 -2.25
H 5.55 2.78 3.02
H 7.19 -2.51 3.12
H -2.29 -4.76 -0.98
H 2.00 1.84 1.83
H -11.65 0.02 0.90
H -0.32 -4.98 -2.42
H 0.00 0.19 2.02
H 4.99 5.31 3.13
H 1.17 4.72 7.65
H -5.77 -0.14 -0.74
H -3.31 1.43 -9.70
H 11.21 -3.10 -2.90
H -3.30 -3.43 -3.54
H -11.54 1.54 -0.01
H 10.66 -1.41 -3.06
H -6.79 1.80 0.50
H -14.12 1.40 -0.30
H -2.26 3.47 -8.89
H 5.97 3.59 4.54
H -8.05 2.33 2.71
H 3.45 3.72 6.94
H 13.21 -1.50 3.64
H -2.14 -2.55 -0.58
H -0.98 2.24 -8.87
H -6.10 -1.76 -4.40
H -4.40 -4.46 -2.65
H 6.17 -2.61 1.67
H -1.99 -1.31 -4.19
H 6.29 -0.02 1.56

---

# 2
Molecular formula: C3H6BN
Method: DFT, ωB97M-V/def2-TZVPD

The calculation puts the orbital gap at 8.56 eV. As for the HOMO energy: -7.96 eV. For the relative energy (zero: lowest compared OMol25 entry of this formula, charge and spin), the calculation gives 90.8 kcal per mole. The lowest unoccupied orbital energy is 0.60 eV. The calculation puts the total energy at -197.35278 Ha. As for the net charge: 0.

Cartesian coordinates (Å):
N 1.45 0.32 -0.18
C 2.41 -0.11 0.31
C -0.76 0.68 0.51
C 0.32 0.75 -0.52
B -0.66 -0.69 -0.13
H -1.11 -1.01 -1.08
H -0.40 0.80 1.56
H -0.14 -1.55 0.38
H 0.14 1.44 -1.45
H 3.36 -0.61 0.55
H -1.52 1.41 0.38

---

# 3
Molecular formula: C5H8OS
Method: DFT, ωB97M-V/def2-TZVPD

The calculation puts the orbital gap at 7.80 eV. The SMILES is CC(C)=C=O.C=S. As for the HOMO energy: -8.28 eV. For the relative energy (zero: lowest compared OMol25 entry of this formula, charge and spin), the calculation gives 66.6 kcal per mole. The lowest unoccupied orbital energy is -0.48 eV. The calculation puts the total energy at -668.63237 Ha. As for the net charge: 0.

Cartesian coordinates (Å):
S -0.97 -1.34 3.08
O 0.45 -1.95 -0.73
C 0.22 -0.84 -1.05
C 0.58 -1.89 3.05
C -0.97 0.83 0.02
C -0.09 0.43 -1.15
C 0.42 1.33 -2.28
H 1.04 -2.18 4.03
H -1.87 0.36 -0.06
H -1.09 1.81 -0.25
H 1.27 1.87 -2.01
H 0.68 0.77 -3.17
H 1.05 -1.98 2.01
H -0.22 2.11 -2.48
H -0.50 0.66 1.00